# 1
ORCA calculation (wB97M-V/def2-TZVPD) on a molecular structure, C11H28IO2P2W in a non-equilibrium geometry.

Geometry (Å):
C -0.77 0.01 -2.00
I 1.07 0.08 2.72
H 0.09 0.10 -2.68
H -1.46 0.86 -2.14
H -1.31 -0.92 -2.21
W 0.13 0.05 -0.14
P 0.21 2.38 0.01
C -1.22 3.21 0.78
C 1.65 2.98 0.95
H 1.86 4.01 0.65
H 0.62 4.21 -1.51
H 2.51 2.34 0.73
H 1.23 2.65 -2.15
H -1.32 2.86 1.81
H 1.42 2.92 2.02
C 0.40 3.14 -1.63
H -1.06 4.30 0.77
H -0.51 3.02 -2.22
H -2.14 2.98 0.22
P 0.20 -2.42 0.00
C -1.23 -3.23 0.80
C 0.38 -3.17 -1.59
H 2.49 -2.33 0.76
H 1.84 -4.01 0.69
H 1.40 -2.91 2.06
C 1.62 -2.97 0.98
H 1.19 -2.67 -2.13
H 0.64 -4.23 -1.44
H -1.09 -4.30 0.82
H -2.15 -2.96 0.26
H -0.55 -3.09 -2.16
H -1.35 -2.89 1.83
C -1.82 0.06 0.67
O -2.89 0.03 1.07
C -1.00 -1.99 4.08
C -1.62 -1.06 3.04
C -1.93 0.31 3.61
O -0.74 -1.20 1.62
H -0.10 -1.60 4.57
H -0.80 -3.02 3.79
H -1.77 -2.04 4.87
H -2.55 -1.50 2.71
H -1.11 0.86 4.08
H -2.48 1.04 3.01
H -2.62 0.09 4.45

Output
ΔE to the lowest compared entry with this formula, charge and spin ... 352.7 kJ/mol
Expectation value of S² ... 2.239
Total charge ... +3
Spin multiplicity ... 3
Maximum force ... 6.97 eV/Å
Orbital gap (spin up / spin down) ... 4.90 / 5.17 eV
Lowest unoccupied orbital energy (spin up / spin down) ... -14.553 / -14.345 eV

# 2
ORCA calculation (wB97M-V/def2-TZVPD) on a molecular structure, C11H28MgN2O3SSbSe4 in a non-equilibrium geometry.

Geometry (Å):
Mg -0.55 -0.16 -0.39
N 0.58 -1.85 -0.94
C 0.08 -2.75 -2.05
C -1.39 -3.24 -1.96
C -2.46 -2.14 -1.89
N -2.40 -1.32 -0.63
H 1.60 -1.68 -1.06
H 0.49 -2.36 -0.09
H 0.73 -3.64 -2.27
H 0.07 -2.16 -2.96
H -1.49 -4.03 -1.22
H -1.49 -3.74 -2.95
H -3.43 -2.62 -2.03
H -2.30 -1.39 -2.66
H -2.30 -1.97 0.14
H -3.28 -0.84 -0.47
C -2.16 2.45 0.67
O -1.59 1.76 -0.44
C -0.68 2.67 -1.09
C -0.47 2.16 -2.46
O -0.01 0.75 -2.37
C 0.72 0.40 -3.54
H -2.44 3.49 0.34
H -1.44 2.41 1.52
H -3.11 1.96 0.98
H 0.22 2.76 -0.49
H -1.11 3.69 -1.08
H 0.31 2.74 -2.92
H -1.39 2.11 -3.02
H 1.70 0.87 -3.47
H 0.22 0.67 -4.51
H 0.88 -0.66 -3.54
Se 6.33 3.66 -2.06
Sb 4.01 3.42 -1.84
Se 3.23 1.28 -0.59
Se 3.27 5.34 -0.53
Se 2.84 3.52 -4.02
O -0.10 -0.30 1.56
S 0.74 0.27 2.75
C 1.78 -1.06 3.43
C 1.13 -1.74 4.60
C 0.18 -0.74 5.33
C -0.46 0.09 4.18
H 2.71 -0.65 3.77
H 1.93 -1.74 2.60
H 1.82 -2.30 5.21
H 0.44 -2.49 4.15
H 0.68 -0.20 6.11
H -0.63 -1.37 5.80
H -0.61 1.11 4.55
H -1.40 -0.42 3.85

Output
ΔE to the lowest compared entry with this formula, charge and spin ... 165.2 kJ/mol
Total charge ... -1
Maximum force ... 2.68 eV/Å
Orbital gap ... 2.02 eV
Lowest unoccupied orbital energy ... 0.349 eV

# 3
ORCA calculation (wB97M-V/def2-TZVPD) on a molecular structure, C11H28NO5Y2 in a non-equilibrium geometry.

Geometry (Å):
Y -2.88 -4.11 -0.51
Y -1.92 -4.42 3.20
C -2.36 -0.14 3.42
C -3.12 -1.15 4.36
O -3.12 -2.49 3.83
H -2.35 0.80 3.97
H -2.57 -0.07 2.35
H -1.33 -0.41 3.20
H -4.12 -0.76 4.50
H -2.63 -1.08 5.33
O -1.56 -3.40 1.17
H -1.22 -2.49 1.16
O -3.25 -5.27 1.50
H -3.47 -6.22 1.43
O 0.01 -3.04 3.45
H 0.93 -3.02 3.18
H -0.07 -2.33 4.08
C -0.05 2.92 -2.57
C 1.22 2.05 -2.76
C 2.36 2.73 -1.95
C 2.26 2.58 -0.43
C 2.16 1.14 -0.04
C 1.07 0.24 -0.86
N 1.06 0.62 -2.31
O -0.08 0.01 -2.89
C 1.48 -1.20 -0.67
C -0.27 0.35 -0.19
C 1.54 1.99 -4.22
H -0.09 3.54 -1.68
H -1.00 2.38 -2.51
H -0.09 3.70 -3.33
H 3.31 2.46 -2.39
H 2.35 3.81 -2.09
H 1.37 3.12 -0.09
H 3.13 3.02 0.06
H 1.91 1.22 1.01
H 3.10 0.66 -0.31
H 0.94 -1.86 -1.35
H 2.51 -1.32 -1.01
H 1.52 -1.64 0.33
H -0.40 0.19 0.89
H -0.52 1.40 -0.24
H -1.09 -0.15 -0.71
H 0.73 1.90 -4.94
H 2.36 1.31 -4.48
H 1.91 3.01 -4.38
H 0.36 -0.57 -3.51

Output
Total charge ... +3
Maximum force ... 5.36 eV/Å
Orbital gap ... 2.26 eV
Lowest unoccupied orbital energy ... -13.146 eV

What is the total charge in the third record? +3